17
Properties=species:S:1:pos:R:3 method="wB97M-V/def2-TZVPD" relative_energy_kcal_mol=3.9 homo_ev=0.45 total_charge=-2 orbital_gap_ev=6.520
C 2.430 -1.004 -0.164
O 3.174 -2.120 -0.322
C 0.867 -1.250 -0.060
C 0.062 0.028 0.166
C -1.465 -0.146 0.249
O -2.160 0.874 0.860
H 2.672 -0.383 0.747
H 2.504 -0.298 -1.046
H 0.734 -2.022 0.699
H 0.648 -1.652 -1.063
H 0.390 0.513 1.095
H 0.295 0.729 -0.640
H -1.645 -1.121 0.762
H -1.790 -0.314 -0.800
H -2.298 1.929 0.108
H -1.528 3.081 -0.835
O -2.428 2.868 -0.577

17
Properties=species:S:1:pos:R:3 method="wB97M-V/def2-TZVPD" relative_energy_kcal_mol=12.7 homo_ev=-0.44 total_charge=-2 orbital_gap_ev=6.314
C 0.626 -0.072 0.743
C 0.485 0.604 2.130
C -0.730 0.158 2.986
O -0.592 0.397 4.291
C 0.066 0.722 -0.439
O 0.562 0.156 -1.664
H 1.677 -0.250 0.505
H 0.112 -1.035 0.735
H 0.417 1.682 1.904
H 1.386 0.406 2.712
H -0.873 -0.930 2.714
H -1.628 0.656 2.515
H 0.424 1.755 -0.393
H -1.029 0.685 -0.434
H -0.139 0.090 -2.312
H -0.160 -2.008 -6.412
O -0.636 -1.565 -7.125

17
Properties=species:S:1:pos:R:3 method="wB97M-V/def2-TZVPD" relative_energy_kcal_mol=95.6 homo_ev=-9.10 orbital_gap_ev=9.632 smiles="C=CC(=C)O.O.O"
C -0.655 0.946 -1.763
C -0.486 0.873 -0.441
O 0.680 0.235 0.074
C -1.573 1.602 0.375
C -2.081 1.512 1.604
H 0.095 0.451 -2.376
H -0.832 1.915 -2.207
H 0.527 -0.731 0.092
H -2.183 2.436 -0.145
H -1.621 0.682 2.220
H -2.589 2.325 2.130
H 1.755 -1.397 0.944
H 1.868 -1.072 2.280
O 1.531 -1.887 1.727
H 1.988 -2.626 -2.097
H 0.867 -1.528 -2.015
O 1.400 -2.105 -1.485

17
Properties=species:S:1:pos:R:3 method="wB97M-V/def2-TZVPD" relative_energy_kcal_mol=29.3 homo_ev=-9.78 orbital_gap_ev=10.508 smiles="C[C@H](O)CC=O.O"
O 0.225 -0.836 2.287
C 0.907 -1.397 1.475
C 1.156 -0.953 0.046
C 0.132 0.063 -0.440
C -0.141 -0.053 -1.970
O 0.585 1.380 -0.189
H 1.483 -2.309 1.741
H 2.124 -0.449 0.192
H 1.246 -1.844 -0.574
H -0.816 -0.128 0.047
H 0.597 -0.669 -2.488
H -1.131 -0.479 -2.099
H -0.116 0.963 -2.342
H 0.333 1.610 0.717
H -2.218 1.276 1.867
H -2.406 1.821 0.450
O -1.960 2.003 1.282

17
Properties=species:S:1:pos:R:3 method="wB97M-V/def2-TZVPD" relative_energy_kcal_mol=42.0 homo_ev=-9.03 orbital_gap_ev=9.675 smiles="C=CC(=C)O.O.O"
C 1.613 0.071 -1.204
C 0.542 -0.546 -0.687
O -0.710 -0.342 -1.180
C 0.712 -1.609 0.331
C -0.275 -2.447 0.619
H 1.542 0.832 -1.962
H 2.572 -0.406 -1.084
H -1.271 0.190 -0.571
H 1.498 -1.436 1.057
H -1.202 -2.387 0.070
H -0.147 -3.242 1.342
H 0.663 1.772 0.171
H 0.298 3.192 -0.210
O 0.201 2.554 0.514
H -1.399 1.789 0.817
H -2.487 0.803 1.391
O -2.151 1.213 0.588

17
Properties=species:S:1:pos:R:3 method="wB97M-V/def2-TZVPD" relative_energy_kcal_mol=88.2 homo_ev=-7.34 orbital_gap_ev=7.805
C -1.197 -0.198 1.219
C -1.901 -1.322 0.978
C -2.030 -1.916 -0.402
C -1.232 -1.622 -1.482
O -0.521 -0.510 -1.699
H -1.069 0.602 1.931
H -0.628 -0.045 0.326
H -2.400 -1.937 1.732
H -3.005 -2.373 -0.587
H -0.916 -2.479 -2.076
H 0.084 -0.600 -2.443
H 3.030 2.745 5.232
H 3.220 3.453 3.816
O 2.597 3.105 4.453
H 2.568 0.555 -3.938
H 1.595 1.725 -3.645
O 1.805 0.819 -3.415

17
Properties=species:S:1:pos:R:3 method="wB97M-V/def2-TZVPD" relative_energy_kcal_mol=57.0 homo_ev=-10.17 orbital_gap_ev=11.074 smiles=OC[C@H]1CO1.CO
C -2.029 2.351 0.316
O -0.687 2.103 0.664
C -0.086 -0.504 -0.928
C 1.120 -0.487 -0.108
O -0.171 -0.625 0.503
C 1.979 -1.725 0.031
O 1.205 -2.894 -0.072
H -2.139 3.429 0.172
H -2.732 2.039 1.102
H -2.324 1.851 -0.621
H -0.346 -1.412 -1.466
H -0.469 0.437 -1.318
H 1.599 0.474 0.083
H -0.615 1.163 0.901
H 2.520 -1.681 0.989
H 2.723 -1.754 -0.772
H 0.451 -2.764 0.524

17
Properties=species:S:1:pos:R:3 method="wB97M-V/def2-TZVPD" relative_energy_kcal_mol=55.5 homo_ev=-9.84 orbital_gap_ev=10.329 smiles="O=CCCCO.O"
C -0.177 0.342 1.299
O -0.758 1.343 2.212
C 0.178 1.065 0.038
C 0.533 0.249 -1.151
C 0.081 0.833 -2.459
O -0.962 0.520 -3.001
H 0.741 -0.176 1.571
H -0.975 -0.468 1.162
H -0.491 1.100 3.095
H -0.743 1.497 -0.071
H 0.923 1.888 0.251
H 0.168 -0.854 -0.982
H 1.601 0.095 -1.044
H 0.687 1.693 -2.789
H -1.127 -3.115 0.600
H 0.451 -2.946 0.999
O -0.131 -3.067 0.268

17
Properties=species:S:1:pos:R:3 method="wB97M-V/def2-TZVPD" relative_energy_kcal_mol=41.2 homo_ev=-10.01 orbital_gap_ev=10.688 smiles="O=CCCCO.O"
O 0.665 3.202 0.910
C 0.258 2.390 1.693
C -0.272 1.024 1.344
C 0.736 0.373 0.323
C 0.956 -1.130 0.348
O 2.057 -1.529 -0.513
H 0.171 2.650 2.765
H -1.179 1.254 0.769
H -0.410 0.419 2.225
H 1.679 0.922 0.414
H 0.350 0.661 -0.645
H 1.166 -1.495 1.362
H 0.083 -1.626 -0.074
H 2.219 -0.672 -0.951
H -2.226 -2.498 -3.662
H -3.443 -1.699 -3.383
O -2.809 -2.247 -2.925

17
Properties=species:S:1:pos:R:3 method="wB97M-V/def2-TZVPD" relative_energy_kcal_mol=58.5 homo_ev=-9.48 orbital_gap_ev=10.003 smiles="O=CCCCO.O"
O 2.561 -2.192 -0.813
C 1.688 -1.372 -0.964
C 1.121 -0.354 0.053
C -0.223 -0.831 0.423
C -0.985 0.351 1.191
O -2.006 0.776 0.368
H 1.080 -1.406 -1.862
H 1.738 -0.170 0.907
H 0.955 0.565 -0.577
H -0.738 -0.834 -0.497
H -0.154 -1.641 1.093
H -0.212 1.049 1.328
H -1.443 -0.085 2.071
H -2.816 0.203 0.406
H -0.484 1.334 -1.499
H -0.171 2.486 -0.361
O 0.090 2.121 -1.267

17
Properties=species:S:1:pos:R:3 method="wB97M-V/def2-TZVPD" relative_energy_kcal_mol=58.4 homo_ev=-10.11 orbital_gap_ev=11.027 smiles=OC[C@H]1CO1.CO
C -0.882 -1.036 2.714
O -0.986 0.186 2.025
C -0.089 -0.682 -0.652
C -0.107 0.735 -0.985
O 0.782 0.244 0.027
C 0.616 1.218 -2.221
O 1.764 0.443 -2.457
H -1.650 -1.034 3.491
H 0.098 -1.165 3.195
H -1.055 -1.913 2.066
H 0.445 -1.372 -1.297
H -0.899 -1.077 -0.043
H -0.925 1.346 -0.602
H -0.153 0.329 1.544
H 0.861 2.285 -2.116
H -0.045 1.103 -3.085
H 2.225 0.391 -1.606

17
Properties=species:S:1:pos:R:3 method="wB97M-V/def2-TZVPD" relative_energy_kcal_mol=132.6 homo_ev="-6.71 / -7.87" orbital_gap_ev="6.547 / 8.820"
C 2.769 -0.091 -0.329
O 1.634 -0.189 0.493
C 0.446 0.066 -0.191
C -0.734 -0.175 0.724
O -1.322 1.026 1.242
C -1.774 -0.933 0.073
O -2.888 -0.320 -0.249
H 3.644 -0.066 0.327
H 2.754 0.825 -0.936
H 2.849 -0.956 -1.006
H -0.925 0.861 -1.877
H 0.417 -0.447 -1.167
H -0.318 -0.803 1.522
H -0.771 1.717 0.833
H -1.726 -1.983 -0.192
H -1.374 0.412 -2.272
H -2.800 0.565 0.182